(1)
11 unconnected molecules or ions with the total composition C57H68N12O4PSi in a non-equilibrium geometry, computed with the ωB97M-V functional and the def2-TZVPD basis.

```
! wB97M-V def2-TZVPD RIJCOSX def2/J DEFGRID3
* xyz 1 1
C -0.8638 -1.8968 -0.8622
C -1.4407 -1.7652 -2.3483
O -0.8420 -2.3462 -3.2714
N -2.6689 -0.8888 -2.5745
C -2.2376 0.4555 -2.1195
C -1.6648 1.4552 -3.2418
O -2.3151 0.8840 -0.9500
N -3.7754 -1.3707 -1.8450
P -3.8418 -3.1814 -2.1955
O -5.1423 -3.5529 -3.2276
O -3.8759 -4.0680 -0.7393
Si -5.3577 -0.5565 -2.2224
C -6.8931 -1.4900 -1.4838
C -5.4925 -0.3686 -4.1333
C -5.4886 1.2441 -1.4919
H -0.1513 -0.9976 -0.7234
H -0.2687 -2.8436 -0.6780
H -1.6683 -1.7592 -0.0464
H -1.5936 0.8609 -4.2277
H -0.6039 1.7368 -2.9423
H -2.3638 2.3464 -3.3815
H -3.6440 -1.3128 -0.8070
H -5.8057 -4.1468 -2.7938
H -4.7275 -4.5437 -0.6074
H -7.6711 -0.7324 -1.0944
H -7.3707 -2.1043 -2.3143
H -6.5316 -2.1715 -0.6402
H -5.0844 0.6544 -4.4438
H -6.5587 -0.4717 -4.5162
H -4.8596 -1.1654 -4.6772
H -5.0977 1.1670 -0.4184
H -4.7462 1.8762 -2.1085
H -6.5730 1.6484 -1.5522
N 2.6171 -2.0783 -0.4986
C 2.2745 -3.0783 -1.3266
C 2.9765 -4.2668 -1.4336
C 4.1034 -4.4366 -0.6432
C 4.4824 -3.4185 0.2205
C 3.7104 -2.2682 0.2565
H 1.3890 -2.8981 -1.9269
H 2.6503 -5.0400 -2.1179
H 4.6807 -5.3529 -0.6993
H 5.3569 -3.5167 0.8516
H 3.9639 -1.4459 0.9181
N -3.7110 -3.4999 -6.2877
C -4.0702 -4.5079 -7.0983
C -3.3850 -5.7093 -7.1848
C -2.2596 -5.8821 -6.3916
C -1.8647 -4.8554 -5.5459
C -2.6194 -3.6937 -5.5298
H -4.9540 -4.3242 -7.7006
H -3.7222 -6.4897 -7.8554
H -1.6957 -6.8077 -6.4319
H -0.9912 -4.9555 -4.9134
H -2.3533 -2.8650 -4.8839
N -0.7009 4.1738 1.7846
C -1.0268 3.1812 0.9417
C -0.3169 1.9966 0.8339
C 0.7996 1.8242 1.6404
C 1.1607 2.8347 2.5196
C 0.3827 3.9817 2.5554
H -1.9048 3.3636 0.3300
H -0.6282 1.2292 0.1374
H 1.3824 0.9107 1.5840
H 2.0258 2.7345 3.1631
H 0.6221 4.7976 3.2285
N -8.8410 1.8315 -0.1738
C -9.3650 1.9375 1.0585
C -10.0834 3.0357 1.5006
C -10.2730 4.0926 0.6236
C -9.7432 4.0130 -0.6555
C -9.0421 2.8709 -1.0054
H -9.1884 1.0878 1.7096
H -10.4845 3.0639 2.5058
H -10.8292 4.9702 0.9336
H -9.8725 4.8201 -1.3655
H -8.6119 2.7606 -1.9962
N 2.2898 -7.1962 -4.0685
C 2.7072 -8.2623 -4.7709
C 3.0254 -8.2211 -6.1190
C 2.9028 -7.0104 -6.7850
C 2.4716 -5.8929 -6.0840
C 2.1817 -6.0376 -4.7368
H 2.7837 -9.1861 -4.2068
H 3.3594 -9.1114 -6.6347
H 3.1410 -6.9387 -7.8392
H 2.3641 -4.9323 -6.5725
H 1.8443 -5.1926 -4.1441
N 4.8519 -8.4556 -8.5501
C 4.8372 -9.5931 -9.2638
C 5.9775 -10.2898 -9.6287
C 7.2086 -9.7834 -9.2387
C 7.2534 -8.6087 -8.5022
C 6.0561 -7.9887 -8.1845
H 3.8515 -9.9476 -9.5479
H 5.9052 -11.2046 -10.2033
H 8.1243 -10.2991 -9.5060
H 8.1967 -8.1847 -8.1816
H 6.0393 -7.0696 -7.6069
N 8.2849 -3.0976 -2.7683
C 7.3435 -2.7086 -1.8946
C 7.3719 -1.5000 -1.2174
C 8.4364 -0.6417 -1.4514
C 9.4245 -1.0200 -2.3484
C 9.3025 -2.2484 -2.9777
H 6.5339 -3.4147 -1.7432
H 6.5823 -1.2367 -0.5246
H 8.4953 0.3127 -0.9398
H 10.2697 -0.3754 -2.5547
H 10.0478 -2.5872 -3.6901
N 0.7783 5.1874 5.4914
C 1.7763 5.6102 6.2845
C 1.8572 5.3292 7.6387
C 0.8481 4.5703 8.2124
C -0.1962 4.1216 7.4168
C -0.1839 4.4534 6.0716
H 2.5397 6.2028 5.7904
H 2.6874 5.6944 8.2298
H 0.8756 4.3306 9.2697
H -1.0008 3.5276 7.8317
H -0.9767 4.1231 5.4072
N 1.8920 6.0543 11.2886
C 0.9338 6.4287 12.1524
C 0.9446 7.6297 12.8436
C 2.0076 8.4951 12.6355
C 3.0126 8.1332 11.7502
C 2.9085 6.9122 11.1054
H 0.1254 5.7166 12.2830
H 0.1429 7.8812 13.5263
H 2.0531 9.4441 13.1578
H 3.8566 8.7857 11.5652
H 3.6675 6.5861 10.4011
N 0.0921 10.6003 10.3915
C 0.5287 9.5454 9.6857
C 0.8684 9.6030 8.3435
C 0.7474 10.8193 7.6876
C 0.2965 11.9256 8.3931
C -0.0142 11.7652 9.7338
H 0.6034 8.6168 10.2417
H 1.2182 8.7191 7.8243
H 1.0022 10.9046 6.6368
H 0.1894 12.8902 7.9130
H -0.3673 12.6013 10.3289
*
```

Output
Calculated total energy ... -103440.0525 eV

These are the Mulliken partial charges, in e, on atoms 1 to 4: number 1, C, carries -0.981; number 2, C, carries 0.254; number 3, O, carries -0.541; number 4, N, carries 0.284

---

(2)
7 unconnected molecules or ions with the total composition C57H71BN8O13P in a non-equilibrium geometry, computed with the ωB97M-V functional and the def2-TZVPD basis.

```
! wB97M-V def2-TZVPD RIJCOSX def2/J DEFGRID3
* xyz -1 1
C 5.6125 -2.4530 3.9237
N 4.3726 -3.0282 3.4225
C 4.2425 -4.4277 3.8090
B 4.2078 -2.8265 1.9211
O 5.3111 -3.2271 1.1020
C 2.9140 -2.2604 1.3967
C 1.7514 -3.2268 1.7698
C 1.7524 -4.6230 1.0771
C 0.4827 -4.8658 0.2222
C -0.4532 -5.8732 0.9077
C -0.8127 -5.4942 2.3526
C -2.3253 -5.5546 2.6411
C -2.9864 -6.8866 2.2487
C -4.2070 -6.6610 1.3323
C -5.2951 -5.8599 2.0865
C -5.5773 -4.4445 1.5625
C -6.0167 -3.5118 2.7172
C -7.5602 -3.3621 2.7876
N -8.0856 -2.3069 1.9425
C -7.9505 -0.9985 2.1927
C -8.5035 -0.2602 1.2066
C -9.0508 -1.2291 0.3223
C -8.7589 -2.4497 0.7699
P 2.9052 -2.1024 -0.4054
C 1.5299 -0.9428 -0.8211
C 4.4659 -1.3549 -1.0450
H 6.0133 -3.1062 4.7059
H 5.4370 -1.4914 4.4100
H 6.4020 -2.3638 3.1715
H 3.9472 -4.4779 4.8629
H 5.1896 -4.9912 3.7240
H 3.4854 -4.9504 3.2330
H 5.4789 -4.1678 1.1907
H 1.6942 -3.3685 2.8504
H 0.8142 -2.7244 1.5079
H 2.6139 -4.7607 0.4293
H 1.8151 -5.3977 1.8466
H 0.7902 -5.2911 -0.7343
H -0.0317 -3.9388 -0.0110
H 0.0696 -6.8288 0.9219
H -1.3472 -5.9774 0.2903
H -0.5093 -4.4742 2.5787
H -0.2664 -6.1182 3.0572
H -2.4640 -5.3264 3.6983
H -2.7628 -4.7137 2.1073
H -2.2851 -7.5521 1.7507
H -3.3149 -7.3953 3.1547
H -3.8600 -6.1548 0.4348
H -4.5945 -7.6511 1.0926
H -4.9937 -5.8351 3.1304
H -6.2266 -6.4264 2.0655
H -6.3724 -4.5186 0.8203
H -4.7139 -3.9868 1.0887
H -5.5654 -2.5277 2.6304
H -5.7485 -3.9804 3.6589
H -7.9678 -4.3017 2.4343
H -7.8175 -3.1732 3.8256
H -7.4559 -0.5597 3.0412
H -8.5374 0.8070 1.1379
H -9.5918 -1.0199 -0.5840
H -8.9886 -3.3854 0.3020
H 1.4686 -0.7402 -1.8890
H 0.6004 -1.4466 -0.5610
H 1.5450 -0.0133 -0.2335
H 4.9925 -2.1366 -1.5830
H 5.1471 -1.0258 -0.2586
H 4.2802 -0.5690 -1.7795
C -5.1182 -0.8467 -3.2899
C -4.1017 -1.6587 -3.7739
C -3.0383 -2.0006 -2.9546
C -3.0135 -1.5256 -1.6571
C -4.0138 -0.7122 -1.1604
C -5.0714 -0.3708 -1.9865
N -1.8929 -1.9053 -0.7858
O -1.0262 -2.5963 -1.2725
O -1.9016 -1.5003 0.3621
H -5.9508 -0.5840 -3.9306
H -4.1376 -2.0271 -4.7902
H -2.2435 -2.6302 -3.3276
H -3.9773 -0.3448 -0.1448
H -5.8604 0.2613 -1.6107
C -12.4524 0.1962 2.2227
C -11.3280 -0.0133 3.0095
C -11.3661 0.2844 4.3625
C -12.5345 0.7852 4.9075
C -13.6604 1.0058 4.1360
C -13.6151 0.7087 2.7838
N -12.5861 1.0811 6.3476
O -11.5784 0.8966 6.9984
O -13.6358 1.4904 6.8026
H -12.4208 -0.0423 1.1671
H -10.4246 -0.4104 2.5673
H -10.4929 0.1226 4.9775
H -14.5638 1.4015 4.5755
H -14.4886 0.8737 2.1677
C 8.3141 3.6231 -3.2478
C 8.4218 2.2419 -3.1783
C 7.2966 1.4465 -3.3418
C 6.0787 2.0532 -3.5784
C 5.9537 3.4290 -3.6501
C 7.0794 4.2156 -3.4812
N 4.8833 1.2200 -3.7580
O 5.0101 0.0190 -3.6595
O 3.8287 1.7886 -3.9756
H 9.1911 4.2403 -3.1201
H 9.3831 1.7813 -2.9955
H 7.3759 0.3708 -3.2810
H 4.9926 3.8886 -3.8297
H 6.9966 5.2910 -3.5315
C 1.0491 2.2709 1.3289
C 0.1937 2.5211 0.2653
C 0.0485 3.8076 -0.2268
C 0.7726 4.8325 0.3579
C 1.6248 4.6024 1.4232
C 1.7605 3.3125 1.9095
N 0.6439 6.1962 -0.1705
O -0.1264 6.3791 -1.0918
O 1.3169 7.0703 0.3434
H 1.1646 1.2614 1.7054
H -0.3572 1.7055 -0.1830
H -0.6158 4.0008 -1.0558
H 2.1794 5.4136 1.8720
H 2.4248 3.1152 2.7399
C 5.3164 5.0522 2.9904
C 6.6244 5.2013 2.5488
C 6.8763 5.5786 1.2405
C 5.8081 5.8053 0.3930
C 4.4993 5.6557 0.8135
C 4.2563 5.2757 2.1227
N 6.0678 6.2219 -0.9908
O 7.2238 6.3208 -1.3532
O 5.1098 6.4345 -1.7059
H 5.1229 4.7601 4.0143
H 7.4489 5.0237 3.2254
H 7.8926 5.6928 0.8938
H 3.6751 5.8304 0.1370
H 3.2385 5.1550 2.4669
C 7.6877 7.2386 -9.3572
C 9.0712 7.2088 -9.4747
C 9.8328 6.5304 -8.5375
C 9.1923 5.8870 -7.4953
C 7.8170 5.9113 -7.3589
C 7.0622 6.5939 -8.2987
N 9.9905 5.1456 -6.5077
O 11.1987 5.1519 -6.6331
O 9.3849 4.5705 -5.6272
H 7.0950 7.7652 -10.0939
H 9.5567 7.7126 -10.2992
H 10.9087 6.5055 -8.6260
H 7.3327 5.4057 -6.5352
H 5.9852 6.6199 -8.2068
*
```

Output
Calculated total energy ... -108746.9944 eV

These are the Mulliken partial charges, in e, on atoms 1 to 4: number 1, C, carries -1.143; number 2, N, carries 0.040; number 3, C, carries -1.076; number 4, B, carries 0.014

---

(3)
A molecular structure, C57H71FN10O5SSc, computed with the ωB97M-V functional and the def2-TZVPD basis.

```
! wB97M-V def2-TZVPD RIJCOSX def2/J DEFGRID3
* xyz 1 1
Sc 0.2579 0.1478 0.2570
F 3.1584 4.7685 -4.1280
C 2.3363 5.0694 -3.0928
C 1.6704 4.0612 -2.4583
C 0.7735 4.3595 -1.4340
C 0.1386 3.2668 -0.6902
O 0.5633 2.1123 -0.8247
C -0.9382 3.6581 0.1684
C -1.1793 4.9748 0.3758
N -0.4595 5.9902 -0.1689
C -0.7943 7.3626 0.1188
C -1.2439 7.7309 1.4919
C 0.1102 8.1648 1.0112
C 0.5137 5.6976 -1.1115
C 1.2588 6.7083 -1.7297
C 2.1886 6.4066 -2.7100
N 2.9749 7.4527 -3.2626
C 4.2544 7.1655 -3.8904
C 5.0608 8.4839 -3.9285
N 4.4169 9.4341 -2.9646
C 3.0744 9.8644 -3.4786
C 2.3154 8.5838 -3.8889
C -1.8295 2.6454 0.8651
O -2.6720 3.0674 1.6467
O -1.6083 1.4349 0.5358
H 1.7838 3.0278 -2.7673
H -2.0020 5.2473 1.0232
H -1.2573 7.8761 -0.7167
H -1.2831 6.9581 2.2457
H -2.0266 8.4705 1.5746
H 0.9707 7.6555 1.4246
H 0.2683 9.2090 0.7765
H 1.1209 7.7369 -1.4255
H 4.1624 6.7792 -4.9089
H 4.7774 6.4204 -3.2945
H 5.0378 8.9605 -4.9063
H 6.0974 8.3351 -3.6364
H 5.0115 10.2353 -2.7562
H 4.2430 8.9044 -2.1041
H 3.2397 10.5354 -4.3187
H 2.5768 10.4109 -2.6797
H 2.3104 8.4847 -4.9812
H 1.2821 8.6442 -3.5610
C 0.4161 -6.1988 -3.3719
C 0.2280 -6.5358 -1.9170
C 0.0589 -7.8495 -1.5016
C -0.1301 -8.1702 -0.1651
C -0.1244 -7.1608 0.7837
C 0.0615 -5.8421 0.3970
C 0.2157 -5.5229 -0.9493
N 0.4131 -4.1989 -1.4013
C -0.0317 -3.0208 -0.8394
N -1.1349 -3.1845 -0.0753
C -1.7101 -2.4047 0.9715
C -1.1169 -1.2349 1.4387
C -1.7651 -0.6658 2.5460
C -2.9161 -1.1804 3.1127
C -3.4896 -2.3221 2.5719
C -2.8929 -2.9597 1.4987
C -3.5032 -4.2181 0.9321
N 0.5408 -1.8775 -1.1037
C 1.5056 -1.9321 -2.1542
C 2.8624 -1.8338 -1.8746
C 3.8083 -1.9591 -2.8851
C 3.3996 -2.1921 -4.1883
C 2.0399 -2.2595 -4.4745
C 1.0759 -2.1256 -3.4808
C -0.3879 -2.2211 -3.8152
H 0.4029 -7.1031 -3.9773
H 1.3683 -5.6927 -3.5562
H -0.3762 -5.5356 -3.7255
H 0.0699 -8.6365 -2.2460
H -0.2724 -9.2004 0.1313
H -0.2484 -7.3943 1.8329
H 0.1066 -5.0635 1.1477
H 1.1016 -4.0860 -2.1279
H -1.4820 -4.1299 -0.1016
H -1.3708 0.2462 2.9771
H -3.3887 -0.6768 3.9473
H -4.4116 -2.7189 2.9807
H -4.4642 -4.4125 1.4050
H -2.8742 -5.0974 1.1086
H -3.6741 -4.1433 -0.1452
H 3.1787 -1.6815 -0.8538
H 4.8616 -1.8989 -2.6403
H 4.1303 -2.3416 -4.9742
H 1.7115 -2.4402 -5.4931
H -0.5360 -2.1078 -4.8892
H -0.9480 -1.4460 -3.2976
H -0.8042 -3.1900 -3.5217
O -1.7547 -0.1869 -1.4477
H -2.0927 0.5876 -0.9620
H -2.2493 -0.9250 -1.0710
S 0.2589 1.2135 -3.9014
C 1.3160 0.8214 -5.1222
N 0.9809 0.5038 -6.3871
C 2.1159 0.1755 -7.2327
C 3.2872 0.2124 -6.2277
N 2.6703 0.7510 -5.0184
H 0.0348 0.6033 -6.7085
H 2.2417 0.9063 -8.0333
H 1.9992 -0.8104 -7.6833
H 4.0933 0.8608 -6.5693
H 3.6951 -0.7835 -6.0463
H 3.0503 0.5276 -4.1108
C 3.6633 2.6807 0.4702
C 4.4344 1.6061 -0.2986
C 3.8765 1.3892 -1.7084
C 4.5587 0.3181 0.4960
C 5.8465 -0.1702 0.6953
C 6.0932 -1.3211 1.4240
C 5.0137 -1.9471 2.0208
C 3.7070 -1.4909 1.8654
C 2.6373 -2.2503 2.6371
C 1.6663 -1.3671 3.4170
C 1.8838 -3.2425 1.7467
C 3.4533 -0.3943 1.0143
O 2.2109 -0.0901 0.6599
H 3.6287 3.6122 -0.1036
H 4.1522 2.8839 1.4258
H 2.6435 2.3576 0.6706
H 5.4573 1.9757 -0.4184
H 2.8127 1.1458 -1.6851
H 4.4083 0.5665 -2.1911
H 4.0192 2.2892 -2.3164
H 6.6768 0.3739 0.2573
H 7.0993 -1.6974 1.5517
H 5.1817 -2.8151 2.6489
H 3.1850 -2.8270 3.3874
H 0.9532 -0.8717 2.7617
H 2.2128 -0.6063 3.9819
H 1.0963 -1.9797 4.1209
H 1.2994 -2.7006 0.9997
H 1.2024 -3.8537 2.3444
H 2.5757 -3.9080 1.2271
C 0.7935 3.5807 4.9060
N 0.6537 2.1749 4.5498
C -0.0428 1.2746 5.4726
C 0.6249 1.8581 3.2693
N 0.6165 1.5657 2.1551
H 1.0936 3.6382 5.9501
H -0.1411 4.1327 4.7710
H 1.5711 4.0335 4.2936
H 0.2836 1.5113 6.4829
H 0.2257 0.2456 5.2435
H -1.1277 1.3848 5.4057
*
```

Output
ΔE to the lowest compared entry with this formula, charge and spin ... 49.7 kJ/mol

These are the Mulliken partial charges, in e, on atoms 1 to 4: number 1, Sc, carries -1.643; number 2, F, carries -0.432; number 3, C, carries 0.060; number 4, C, carries 0.733

---

Question: What is the formula in the first record?
Answer: C57H68N12O4PSi